Record 1
Entry from the OMol25 dataset: a structure of composition C35H53NO2P3Sm (ωB97M-V with the def2-TZVPD basis set).

Structure (XYZ):
```
95
Properties=species:S:1:pos:R:3:forces:R:3
Sm 0.406541 -0.304856 0.955661 -1.50 0.58 -1.62
P 0.021170 -2.204322 -1.264191 0.41 -0.68 0.50
P 0.132160 2.526348 0.740811 0.77 0.24 0.28
N 1.414342 0.477158 -1.205165 -0.35 0.38 -0.66
C 1.569928 -1.862372 -2.211177 0.07 -0.37 -0.32
H 2.276019 -2.687450 -2.014505 -0.23 0.30 -0.19
H 1.324285 -1.908162 -3.282401 0.09 -0.03 0.34
C 2.255162 -0.527668 -1.903470 0.65 0.30 -0.09
H 3.126272 -0.690395 -1.243547 -0.22 0.01 -0.26
H 2.665933 -0.100417 -2.843496 -0.26 -0.22 0.46
C 2.016868 1.844767 -1.330693 -0.12 -0.12 -0.21
H 1.644702 2.352830 -2.241699 0.08 -0.29 0.40
H 3.091294 1.686678 -1.479669 -0.18 0.21 0.03
C 1.801935 2.705238 -0.081826 0.08 -0.04 0.49
H 1.924411 3.770298 -0.311167 0.20 -0.19 -0.02
H 2.576055 2.444862 0.665432 -0.31 0.13 -0.17
C 0.459068 3.223713 2.441261 0.30 0.30 -0.20
C 0.933354 2.101502 3.390137 -0.06 0.08 -0.10
H 1.850771 1.600366 3.038715 -0.23 0.05 0.05
H 0.139189 1.346033 3.551413 0.22 0.21 -0.13
H 1.161125 2.505298 4.389094 -0.01 -0.08 -0.33
C -0.836401 3.742746 -0.224091 -0.28 -0.28 0.01
C -2.345263 3.568233 0.027120 -0.13 0.30 -0.25
H -2.888132 4.001065 -0.825395 0.02 -0.09 0.31
H -2.666509 4.101191 0.932460 0.09 -0.25 -0.24
H -2.634546 2.510743 0.108303 0.03 0.32 0.02
C -1.206093 -2.602570 -2.576739 -0.25 0.44 -0.01
C -2.518800 -3.146755 -1.992139 -0.19 0.00 -0.13
H -3.283644 -3.091858 -2.781224 0.17 -0.09 0.29
H -2.876646 -2.552355 -1.140055 0.09 -0.16 -0.14
H -2.436912 -4.198257 -1.681437 0.03 0.35 -0.12
C 0.351552 -3.769608 -0.301911 0.04 0.20 -0.37
C -0.778542 -4.046533 0.706039 0.01 -0.14 0.25
H -0.367804 -4.618982 1.549831 -0.17 0.04 -0.23
H -1.588823 -4.641503 0.257593 0.31 0.25 0.16
H -1.231755 -3.136868 1.134274 0.11 -0.16 -0.15
C -1.552250 0.162712 -0.318010 1.41 -0.14 0.41
C -0.322856 5.181748 -0.034390 0.06 0.41 -0.36
H 0.531228 5.270914 0.654907 -0.33 -0.03 -0.21
H 0.005399 5.582064 -1.004095 -0.08 0.02 0.34
H -1.123164 5.838430 0.331854 0.23 -0.19 -0.06
C -0.668883 -3.450292 -3.746885 0.18 0.02 -0.24
H -1.465671 -4.103078 -4.128207 0.21 0.18 0.08
H -0.358477 -2.789121 -4.566603 -0.07 -0.29 0.11
H 0.191126 -4.084088 -3.491981 -0.36 0.22 -0.08
C 0.654256 -4.993931 -1.160234 0.11 -0.46 0.25
H 0.919669 -5.828793 -0.496046 -0.04 0.11 -0.19
H -0.216570 -5.312363 -1.748906 0.24 0.13 0.19
H 1.505101 -4.835212 -1.834234 -0.21 -0.05 0.10
C -0.752616 3.954608 3.028780 -0.09 0.04 0.19
H -1.662692 3.339036 2.988309 0.20 0.11 0.00
H -0.558243 4.173490 4.088037 -0.06 -0.02 -0.25
H -0.952469 4.911116 2.529945 0.03 -0.33 0.09
H 1.280307 3.944719 2.284019 -0.19 -0.17 0.35
H 1.267342 -3.524596 0.270421 -0.19 0.01 -0.10
H -0.647212 3.443135 -1.270166 -0.01 -0.04 0.31
H -1.429886 -1.597853 -2.979237 -0.05 -0.24 0.08
O -1.871707 -0.295791 0.809975 -1.08 0.48 -0.92
H 0.445583 0.500851 -1.595996 0.97 -0.06 0.26
H -2.224642 0.434280 -1.162170 -0.86 -0.43 0.89
O 1.303848 -1.289326 2.633013 0.52 -0.83 0.99
P 1.283323 -2.138744 3.928350 0.09 0.54 -0.24
C -0.385692 -2.742390 4.167313 -0.19 -0.58 0.10
C -1.450441 -1.833074 4.064160 -0.07 0.01 -0.12
C -2.768227 -2.280455 4.151763 0.21 -0.01 0.01
C -3.028728 -3.631173 4.402106 0.12 -0.03 -0.04
C -1.972570 -4.539415 4.524141 0.04 0.12 -0.05
C -0.652615 -4.104394 4.390602 -0.04 0.27 -0.02
C 2.538328 -3.398083 3.750132 0.31 -0.43 0.28
C 3.371076 -3.402532 2.618315 -0.08 0.09 0.15
C 4.489093 -4.232365 2.575554 -0.04 -0.22 0.29
C 4.775858 -5.075481 3.658925 -0.28 0.23 -0.05
C 3.935886 -5.092488 4.780560 -0.05 0.02 -0.12
C 2.821523 -4.256925 4.830477 0.10 0.17 -0.26
C 1.728106 -1.047742 5.275374 -0.20 0.08 0.20
C 0.833000 -0.756468 6.313611 0.12 -0.01 0.01
C 1.212581 0.130919 7.322093 0.12 0.03 -0.13
C 2.476539 0.727004 7.286737 -0.04 -0.05 -0.05
C 3.360173 0.455008 6.235120 -0.18 -0.12 -0.17
C 2.981559 -0.424155 5.221891 0.07 0.10 0.18
H -1.260308 -0.763134 3.915138 -0.05 -0.37 0.02
H -3.581864 -1.567273 4.017258 0.19 -0.24 0.14
H -4.061144 -3.976971 4.499072 0.38 0.11 -0.06
H -2.171084 -5.595110 4.708919 0.01 0.30 -0.04
H 0.174288 -4.815804 4.451536 -0.32 0.17 -0.01
H 3.165999 -2.726171 1.785480 0.05 -0.20 0.29
H 5.144847 -4.212044 1.703791 -0.19 -0.05 0.28
H 5.658781 -5.713589 3.633813 -0.24 0.16 0.00
H 4.153275 -5.747275 5.627261 -0.04 0.21 -0.32
H 2.180312 -4.243190 5.714662 0.25 -0.03 -0.17
H -0.158051 -1.215997 6.326079 0.36 0.11 0.11
H 0.516224 0.354472 8.130086 0.23 -0.05 -0.19
H 2.777909 1.415197 8.080486 -0.12 -0.25 -0.27
H 4.343037 0.923731 6.193446 -0.28 -0.08 0.09
H 3.654116 -0.621087 4.382497 -0.11 -0.01 0.32
```
Forces are in eV/Å.

Its multiplicity is 6. The value obtained for the HOMO-LUMO gap (alpha / beta) is 7.789 / 8.295 eV. The HOMO energy (alpha / beta) is -12.9 / -12.9 eV. Its total charge is +2.

=====

Record 2
Entry from the OMol25 dataset: a cluster of 14 separate species, C35H54Cl41F4N3O3 in total (ωB97M-V with the def2-TZVPD basis set).

Structure (XYZ):
```
140
Properties=species:S:1:pos:R:3:forces:R:3
C -5.002547 0.141883 -0.980949 0.03 0.02 0.16
C -3.799031 -0.813320 -1.010482 0.12 0.76 -0.31
C -2.451539 -0.074406 -0.816735 -0.32 -1.41 -0.24
N -1.894494 -0.215152 0.538014 -1.12 -0.02 -0.74
N -2.924718 -0.130417 1.490763 0.69 0.52 1.12
C -0.728919 0.618224 0.846454 0.03 0.85 0.19
C -0.118655 1.330898 -0.377942 0.88 -0.41 -0.49
N 0.437128 0.479494 -1.411064 -0.25 -0.12 -0.95
C 0.766675 1.255310 -2.601780 -0.22 0.04 0.65
C -1.169613 1.817493 1.698763 -0.16 0.22 -0.03
O -2.177260 2.585280 0.951256 1.28 -1.00 -0.48
C -2.826172 3.438926 1.702588 -0.45 -0.15 -0.86
F -2.099300 4.029576 2.628290 0.72 0.40 1.25
F -3.871123 2.860019 2.280849 -0.87 -0.39 1.10
F -3.306912 4.390937 0.935959 -0.66 1.21 -0.97
C 0.356614 -0.232454 1.621509 -1.18 0.11 1.41
C -0.276496 -0.868366 2.886524 0.31 0.03 0.42
C -0.408824 0.027493 4.136111 -0.87 -0.48 0.37
C 1.532701 0.618967 2.147391 1.09 -1.04 -0.74
C 2.666934 1.020713 1.201427 0.36 1.62 0.01
C 3.122162 2.448899 1.570006 -0.01 -0.73 0.00
O 2.114799 3.409716 1.312376 -0.12 -0.16 0.04
C 1.809610 4.185693 2.449231 0.18 0.10 -0.09
O 0.674946 -1.269969 0.706803 0.20 0.54 -0.43
C 1.390443 -2.407215 1.009072 2.08 -2.15 0.70
C 2.602913 -2.295635 1.951334 0.15 0.86 0.49
C 0.597141 -3.650578 1.550559 0.67 1.28 0.28
Cl 1.274535 -4.602925 2.872693 0.00 0.36 -0.04
C -0.540340 -4.111750 1.111958 -1.36 -0.88 -0.19
C -1.210826 -5.330960 1.677903 -0.72 0.16 -0.97
Cl -1.411806 -3.347509 -0.175255 -0.11 -0.05 0.03
C 2.069975 -2.953206 -0.293843 -0.63 0.22 -0.39
C 1.386173 -2.648426 -1.606667 -0.27 0.05 -0.36
F 3.381597 -2.497595 -0.400381 0.35 0.40 -0.03
H -5.618661 0.038282 -0.096497 -0.06 -0.04 0.20
H -4.700931 1.187590 -1.015808 0.23 0.09 -0.01
H -5.642763 -0.000234 -1.843260 -0.21 -0.14 -0.08
H -3.771235 -1.245041 -2.007939 0.11 -0.12 -0.14
H -3.902649 -1.652593 -0.333127 -0.04 -0.08 0.19
H -2.638101 0.953062 -1.127928 0.31 0.21 0.02
H -1.774158 -0.575382 -1.498410 0.48 0.46 -0.11
H -3.585976 0.621285 1.356464 -0.18 -0.14 -0.22
H -3.340693 -1.011529 1.728262 -0.07 -0.16 -0.28
H -0.843983 1.965442 -0.873875 -0.40 -0.08 0.07
H 0.637370 2.051542 -0.039881 -0.07 -0.03 0.37
H 1.268916 -0.029541 -1.149451 -0.17 -0.05 0.49
H -0.122483 1.756835 -2.982822 -0.14 0.01 -0.04
H 1.157795 0.616127 -3.383582 0.06 -0.20 -0.05
H 1.508639 2.017415 -2.359507 0.03 0.26 -0.22
H -1.637285 1.546685 2.633889 0.05 -0.25 0.05
H -0.348356 2.505604 1.846363 0.22 0.01 0.17
H 0.339546 -1.689223 3.245257 0.38 -0.10 -0.38
H -1.207878 -1.363824 2.650717 -0.31 0.25 -0.24
H -0.343163 1.099483 3.999861 0.05 0.07 -0.12
H -1.388672 -0.173127 4.584033 0.18 0.19 -0.06
H 0.304025 -0.235223 4.912198 0.31 -0.02 -0.04
H 1.994261 0.027607 2.936308 0.05 -0.03 0.15
H 1.212430 1.512571 2.654234 -0.56 0.17 -0.06
H 3.584934 0.447841 1.298756 -0.11 -0.50 0.03
H 2.437634 1.063693 0.142111 -0.30 -0.37 -0.08
H 4.028358 2.685587 1.011499 0.09 0.25 -0.01
H 3.364946 2.444153 2.635749 0.16 0.13 0.09
H 2.676569 4.770426 2.760177 0.06 0.13 0.09
H 1.000681 4.858928 2.193664 -0.15 0.11 -0.09
H 1.504089 3.558241 3.289451 -0.08 -0.05 0.13
H 3.227050 -3.174977 1.861882 0.02 -0.19 -0.09
H 2.329390 -2.215610 2.998687 -0.14 0.10 0.09
H 3.237456 -1.457112 1.702052 -0.03 0.11 -0.17
H -0.516327 -6.151387 1.769812 0.10 -0.07 0.40
H -1.966986 -5.645457 0.963586 -0.16 -0.08 -0.02
H -1.732387 -5.102113 2.601136 0.16 -0.06 0.33
H 2.160788 -4.030578 -0.194713 0.10 -0.19 0.27
H 1.186087 -3.590563 -2.081719 -0.28 -0.05 -0.15
H 2.061950 -2.109210 -2.266470 0.23 0.05 0.03
H 0.461175 -2.091136 -1.572534 -0.02 0.20 0.40
C 7.080352 -2.905528 2.242104 -0.09 -0.05 -0.14
Cl 6.128545 -2.115398 3.504691 -0.04 -0.05 0.02
Cl 6.537815 -4.571460 1.979423 0.01 0.18 0.05
Cl 7.017573 -1.981913 0.742029 -0.01 -0.03 0.05
H 8.108152 -2.938569 2.576745 0.00 -0.02 0.01
C -9.164930 -0.429653 -1.085717 0.13 -0.05 -0.18
Cl -10.147639 -1.371891 -2.207843 -0.02 0.01 0.04
Cl -7.818425 -1.385721 -0.471086 -0.32 -0.18 0.07
Cl -8.574814 1.041106 -1.863278 0.03 -0.09 -0.21
H -9.786113 -0.148890 -0.247234 -0.03 0.00 0.00
C 4.619666 2.150344 -3.409904 0.03 -0.21 -0.02
Cl 5.642569 0.730776 -3.611632 0.01 0.04 0.04
Cl 3.218549 2.060194 -4.493441 0.30 0.17 -0.15
Cl 4.109926 2.306451 -1.731755 0.05 0.09 0.01
H 5.193465 3.029549 -3.670440 -0.01 0.01 -0.03
C -8.686030 3.582095 1.539157 0.10 -0.08 0.08
Cl -9.662923 4.543107 2.652009 -0.01 0.02 0.00
Cl -7.123905 3.193641 2.256398 -0.01 0.03 -0.06
Cl -9.539783 2.108466 1.074269 -0.13 0.18 0.30
H -8.513064 4.168442 0.646508 -0.03 0.00 -0.01
C 4.883342 1.323147 -7.795997 0.11 -0.01 -0.10
Cl 3.830235 0.309522 -8.787911 -0.03 -0.04 0.04
Cl 6.222594 0.379837 -7.147342 -0.01 0.00 -0.04
Cl 5.481632 2.698163 -8.727272 -0.03 0.01 0.03
H 4.303255 1.702392 -6.965807 -0.02 -0.01 0.01
C -2.697059 2.803965 6.051414 -0.04 -0.06 0.08
Cl -3.776194 3.699802 7.121105 0.02 0.02 -0.04
Cl -1.163668 2.461863 6.858332 0.02 0.02 -0.05
Cl -3.458787 1.310669 5.502530 -0.11 0.10 -0.01
H -2.493459 3.417932 5.183854 0.00 0.00 -0.01
C 2.536924 -7.886043 1.444172 0.18 0.03 -0.11
Cl 1.542642 -6.918832 0.346669 0.20 -0.10 0.02
Cl 3.085663 -9.351940 0.627036 -0.03 0.00 0.06
Cl 3.929238 -6.981725 2.073540 -0.26 -0.02 -0.19
H 1.921247 -8.172486 2.286029 0.00 0.00 0.03
C 3.495261 -4.428634 5.872261 0.00 -0.01 0.02
Cl 2.422764 -3.448971 6.874272 0.00 0.03 -0.06
Cl 5.067339 -4.626990 6.647968 -0.01 0.02 -0.05
Cl 2.765960 -5.997292 5.526019 0.03 -0.04 0.07
H 3.643762 -3.913164 4.931360 0.00 -0.01 -0.03
C -11.589313 7.878540 2.332715 -0.02 0.14 -0.10
Cl -10.054791 8.741926 2.206487 -0.01 -0.07 0.02
Cl -12.787912 8.860021 3.176971 0.01 -0.04 0.02
Cl -12.177623 7.416903 0.733805 0.03 -0.05 0.05
H -11.424945 6.976775 2.906390 0.00 -0.01 0.00
C 3.764343 -5.548193 -3.485775 0.00 0.18 0.13
Cl 4.867944 -4.321182 -4.111262 -0.05 -0.03 -0.07
Cl 4.141301 -5.888178 -1.792517 -0.05 -0.02 -0.14
Cl 2.079822 -5.028561 -3.674074 0.35 -0.48 -0.34
H 3.895880 -6.454432 -4.060941 0.03 -0.02 0.03
C 9.706757 0.205872 -2.566042 -0.17 0.01 -0.06
Cl 8.862726 1.073714 -1.280792 0.04 -0.02 0.01
Cl 9.062342 -1.428264 -2.741087 0.01 0.02 0.02
Cl 9.593011 1.086492 -4.092312 0.03 -0.02 0.03
H 10.750957 0.131140 -2.295089 0.01 0.00 0.00
C 1.763993 -1.026334 -11.934665 -0.02 -0.09 -0.10
Cl 2.601929 -0.555641 -13.413917 0.01 0.02 0.04
Cl 0.018796 -1.065595 -12.192721 0.02 0.03 0.04
Cl 2.345399 -2.590300 -11.358501 0.01 0.06 0.04
H 1.976673 -0.285127 -11.175901 0.00 0.01 0.00
C -2.890322 6.149029 -1.930142 0.05 0.04 -0.07
Cl -4.014919 6.881140 -3.077233 -0.01 -0.02 0.03
Cl -1.952684 4.870945 -2.704030 0.00 -0.05 0.04
Cl -1.823828 7.371807 -1.236298 -0.02 -0.03 0.03
H -3.464388 5.706965 -1.127667 0.01 -0.01 0.01
```
Forces are in eV/Å.

Its multiplicity is 1. The value obtained for the HOMO-LUMO gap is 8.544 eV. The HOMO energy is -8.4 eV. Its total charge is 0.